The following is a quantum chemistry calculation of a 5-piece molecular cluster, C33H56ClF12N4O8S overall, from the OMol25 dataset.

Values from the calculation:
- lowest unoccupied orbital energy (eV) = -2.2
- charge = +1
- E_HOMO (eV) = -11.86

Element x y z (Å)
C -1.871 3.923 -1.702
C -2.187 2.548 -1.054
C -3.249 2.728 0.031
C -3.397 1.560 1.046
C -2.736 0.245 0.644
C -3.620 -0.489 -0.382
C -2.861 -1.172 -1.520
N -3.933 -1.657 -2.445
C -4.229 -2.937 -2.213
N -5.293 -3.550 -2.659
C -6.352 -2.928 -3.438
S -7.976 -2.914 -2.577
C -7.760 -3.760 -0.980
C -8.150 -2.800 0.148
N -3.268 -3.481 -1.486
C -3.568 -4.495 -0.471
C -3.915 -3.945 0.922
C -3.114 -4.759 1.941
Cl -3.511 -4.300 3.600
C -2.191 -2.510 -1.286
N -1.298 -2.697 -0.172
C 0.077 -3.000 -0.602
C 0.208 -4.414 -1.163
H -2.198 3.932 -2.733
H -2.467 4.686 -1.216
H -0.825 4.176 -1.628
H -1.260 2.196 -0.614
H -2.479 1.842 -1.827
H -4.183 3.007 -0.443
H -2.948 3.595 0.599
H -4.459 1.347 1.140
H -3.075 1.906 2.019
H -2.719 -0.372 1.542
H -1.704 0.344 0.326
H -4.258 0.263 -0.842
H -4.303 -1.190 0.085
H -2.323 -0.450 -2.119
H -4.716 -1.031 -2.570
H -5.383 -4.530 -2.438
H -6.065 -1.919 -3.681
H -6.462 -3.505 -4.344
H -6.740 -4.075 -0.790
H -8.416 -4.616 -0.926
H -9.202 -2.548 0.093
H -7.949 -3.281 1.101
H -7.570 -1.888 0.091
H -2.791 -5.243 -0.407
H -4.441 -5.037 -0.821
H -3.598 -2.922 1.055
H -4.957 -4.104 1.171
H -2.069 -4.576 1.730
H -3.287 -5.816 1.771
H -1.551 -2.634 -2.168
H -1.248 -1.811 0.319
H 0.414 -2.268 -1.337
H 0.758 -2.894 0.230
H -0.712 -4.967 -1.008
H 0.979 -4.977 -0.658
H 0.369 -4.404 -2.232
C 4.764 -4.943 2.313
C 4.008 -3.780 2.919
O 4.660 -2.527 2.626
C 4.425 -2.002 1.435
O 3.726 -2.458 0.574
C 5.163 -0.661 1.310
F 6.424 -0.746 1.756
F 4.538 0.294 2.030
F 5.202 -0.248 0.034
H 5.803 -4.935 2.642
H 4.308 -5.887 2.609
H 4.767 -4.887 1.225
H 3.999 -3.861 4.003
H 2.972 -3.752 2.583
C 7.958 -1.068 -1.189
C 7.427 -2.058 -2.204
O 8.451 -2.461 -3.131
C 9.280 -3.407 -2.705
O 9.251 -3.946 -1.636
C 10.281 -3.758 -3.818
F 10.779 -2.651 -4.394
F 9.674 -4.488 -4.773
F 11.301 -4.470 -3.334
H 8.411 -0.212 -1.691
H 7.151 -0.719 -0.547
H 8.728 -1.520 -0.564
H 6.647 -1.595 -2.806
H 6.993 -2.934 -1.723
C 6.637 2.403 2.755
C 5.812 3.505 3.382
O 6.399 4.798 3.145
C 6.150 5.341 1.959
O 5.493 4.858 1.083
C 6.803 6.730 1.879
F 8.062 6.707 2.346
F 6.103 7.614 2.614
F 6.835 7.169 0.618
H 7.669 2.452 3.105
H 6.228 1.434 3.010
H 6.658 2.497 1.669
H 5.784 3.385 4.463
H 4.783 3.490 3.024
C -5.148 10.007 0.153
C -4.115 9.157 0.859
O -4.685 7.910 1.311
C -4.793 6.953 0.404
O -4.467 7.015 -0.747
C -5.371 5.689 1.057
F -6.420 5.961 1.844
F -4.446 5.075 1.821
F -5.782 4.805 0.139
H -6.017 10.163 0.794
H -4.726 10.976 -0.110
H -5.499 9.524 -0.758
H -3.761 9.661 1.756
H -3.249 8.966 0.227



The following is a quantum chemistry calculation of a 7-piece molecular cluster, C33H56F4N2O15 overall, from the OMol25 dataset.

Values from the calculation:
- lowest unoccupied orbital energy (eV) = 0.3
- E_HOMO (eV) = -8.09
- SMILES string = CC1(C)CCCC(C)(C)N1O.CC1(C)CCCC(C)(C)N1O.O=C1OC[C@@H](F)O1.O=C1OC[C@@H](F)O1.O=C1OC[C@@H](F)O1.O=C1OC[C@@H](F)O1.CC(C)=O

Element x y z (Å)
C 3.992 0.345 0.015
C 3.228 0.776 1.271
C 2.480 -0.467 1.734
C 1.891 -0.452 3.135
C 3.045 -0.145 4.095
C 3.808 1.179 3.742
N 4.163 1.153 2.326
O 4.926 2.286 1.948
C 2.957 2.360 4.242
C 5.105 1.093 4.545
C 2.236 1.918 0.952
H 4.331 1.124 -0.668
H 3.471 -0.444 -0.536
H 4.913 -0.222 0.218
H 1.565 -0.584 1.146
H 3.130 -1.331 1.576
H 1.407 -1.401 3.354
H 1.230 0.410 3.268
H 3.737 -0.986 4.158
H 2.605 0.053 5.077
H 2.519 2.163 5.223
H 3.523 3.288 4.304
H 2.073 2.501 3.615
H 5.720 0.273 4.176
H 5.705 1.994 4.380
H 4.875 1.053 5.609
H 1.308 1.789 1.518
H 1.861 1.836 -0.073
H 2.699 2.884 1.130
H 5.737 1.893 1.605
C -4.075 -0.620 3.893
C -4.508 0.826 3.616
C -3.326 1.726 4.044
C -2.295 1.838 2.918
C -2.981 2.504 1.714
C -4.151 1.664 1.149
N -4.916 1.028 2.225
O -6.004 0.254 1.793
C -5.093 2.604 0.362
C -3.585 0.598 0.220
C -5.719 1.232 4.466
H -4.038 -0.844 4.962
H -3.064 -0.756 3.511
H -4.808 -1.320 3.486
H -3.644 2.725 4.346
H -2.908 1.245 4.930
H -1.813 0.921 2.572
H -1.478 2.479 3.262
H -2.154 2.542 1.001
H -3.303 3.511 1.976
H -5.504 3.457 0.899
H -4.525 2.963 -0.500
H -5.942 2.005 0.033
H -3.092 -0.199 0.788
H -4.349 0.050 -0.339
H -2.903 0.967 -0.550
H -5.522 1.185 5.545
H -6.521 0.497 4.354
H -6.074 2.243 4.280
H -5.592 -0.587 1.533
C 4.191 -3.545 -0.858
C 3.841 -4.281 -2.125
O 4.531 -4.181 -3.115
C 2.783 -5.353 -2.051
H 4.576 -4.277 -0.145
H 3.272 -3.157 -0.413
H 4.930 -2.794 -1.121
H 2.069 -5.084 -1.267
H 3.145 -6.312 -1.677
H 2.240 -5.440 -2.987
C 1.486 1.738 -3.301
C 1.507 3.285 -3.277
O 2.868 3.579 -3.460
C 3.639 2.484 -3.223
O 4.820 2.482 -3.239
O 2.841 1.417 -3.067
F 1.092 3.730 -2.051
H 1.223 1.439 -4.320
H 0.863 1.268 -2.548
H 0.884 3.692 -4.069
C -0.736 -2.900 -0.529
C -0.698 -1.520 -1.191
O -0.475 -1.808 -2.529
C 0.140 -3.011 -2.624
O 0.619 -3.452 -3.611
O 0.073 -3.646 -1.440
F 0.368 -0.774 -0.743
H -1.726 -3.334 -0.410
H -0.182 -2.821 0.407
H -1.613 -0.943 -1.074
C -6.582 -1.055 -3.667
C -5.595 0.069 -3.346
O -4.409 -0.623 -3.095
C -4.757 -1.869 -2.651
O -3.971 -2.543 -2.077
O -6.036 -2.150 -2.951
F -5.990 0.667 -2.171
H -6.605 -1.216 -4.748
H -7.579 -0.756 -3.354
H -5.447 0.816 -4.125
C 3.762 -0.851 -5.743
C 2.956 -1.852 -4.977
O 1.714 -1.815 -5.703
C 1.546 -0.507 -5.994
O 0.534 0.004 -6.365
O 2.746 0.119 -6.048
F 2.780 -1.505 -3.667
H 4.118 -1.274 -6.685
H 4.535 -0.352 -5.166
H 3.357 -2.865 -4.983



The following is a quantum chemistry calculation of a 4-piece molecular cluster, C33H56N2O11S3 overall, from the OMol25 dataset.

Values from the calculation:
- lowest unoccupied orbital energy (eV) = -0.2
- E_HOMO (eV) = -7.97
- SMILES string = O=C1NC(=O)c2cc(CCCCCCCCCCCCn3cccc3)ccc21.CCOS(C)(=O)=O.CCOS(C)(=O)=O.CCOS(C)(=O)=O

Element x y z (Å)
O -3.242 2.337 0.333
C -2.409 2.787 -0.395
N -2.266 4.169 -0.871
C -1.268 4.248 -1.930
O -1.185 5.191 -2.668
C -0.432 2.940 -1.954
C 0.771 2.580 -2.665
C 1.301 1.205 -2.448
C 2.621 0.853 -3.195
C 3.387 -0.406 -2.582
C 4.374 0.043 -1.449
C 5.102 -1.128 -0.677
C 4.296 -2.487 -0.585
C 4.708 -3.238 0.746
C 3.516 -3.921 1.519
C 2.277 -2.978 1.800
C 2.082 -2.582 3.326
C 1.650 -1.044 3.389
C 2.057 -0.466 4.801
C 2.205 1.102 4.831
N 3.426 1.583 4.151
C 4.515 0.861 3.678
C 5.409 1.846 3.051
C 4.765 3.190 3.229
C 3.513 2.952 3.944
C 0.548 0.318 -1.568
C -0.681 0.718 -0.852
C -1.184 2.071 -1.027
H -1.829 4.664 -0.079
H 1.256 3.323 -3.334
H 2.506 0.781 -4.311
H 3.319 1.728 -3.023
H 3.975 -0.893 -3.414
H 2.616 -1.153 -2.272
H 5.189 0.639 -1.961
H 3.887 0.777 -0.743
H 6.133 -1.355 -1.072
H 5.266 -0.771 0.383
H 3.187 -2.383 -0.664
H 4.614 -3.123 -1.463
H 5.410 -4.070 0.440
H 5.287 -2.607 1.471
H 3.894 -4.305 2.507
H 3.159 -4.831 0.957
H 1.332 -3.491 1.456
H 2.367 -2.024 1.220
H 1.223 -3.186 3.724
H 2.967 -2.800 3.974
H 2.174 -0.429 2.609
H 0.534 -0.966 3.256
H 1.259 -0.749 5.543
H 3.005 -0.949 5.164
H 1.309 1.532 4.305
H 2.179 1.472 5.895
H 4.640 -0.238 3.767
H 6.391 1.633 2.567
H 5.175 4.156 2.874
H 2.780 3.729 4.257
H 0.880 -0.728 -1.398
H -1.233 0.032 -0.175
O 3.618 -5.690 4.172
S 3.043 -6.334 5.318
O 2.191 -5.627 6.228
O 4.210 -7.056 6.151
C 5.339 -6.274 6.557
C 5.020 -5.406 7.760
C 2.210 -7.800 4.792
H 5.711 -5.674 5.723
H 6.128 -6.980 6.822
H 4.301 -4.627 7.501
H 5.923 -4.922 8.134
H 4.576 -6.002 8.559
H 2.872 -8.367 4.141
H 1.315 -7.499 4.249
H 1.935 -8.382 5.670
O -3.010 0.041 -4.968
S -3.208 1.047 -5.971
O -2.142 1.903 -6.397
O -4.469 1.952 -5.560
C -4.475 2.562 -4.260
C -3.582 3.786 -4.214
C -3.934 0.298 -7.397
H -4.195 1.838 -3.491
H -5.505 2.864 -4.059
H -2.532 3.508 -4.317
H -3.700 4.312 -3.266
H -3.817 4.469 -5.032
H -4.778 -0.313 -7.084
H -3.175 -0.323 -7.870
H -4.253 1.082 -8.082
O -7.672 4.326 -3.542
S -8.773 3.899 -4.356
O -9.235 4.675 -5.469
O -10.023 3.557 -3.407
C -10.471 4.559 -2.486
C -11.291 5.632 -3.177
C -8.463 2.252 -4.914
H -9.625 4.992 -1.947
H -11.094 4.049 -1.750
H -10.672 6.224 -3.853
H -11.733 6.309 -2.443
H -12.087 5.185 -3.775
H -8.162 1.643 -4.063
H -7.660 2.294 -5.649
H -9.368 1.859 -5.372



The following is a quantum chemistry calculation of C33H56N8O3PSY as an isolated structure, from the OMol25 dataset.

Values from the calculation:
- lowest unoccupied orbital energy (eV) = -4.4
- charge = +2
- E_HOMO (eV) = -12.40
- energy above the lowest of the compared OMol25 structures with the same formula, charge and spin (eV) = 0.6708

Element x y z (Å)
Y -0.821 -0.737 -0.067
C 0.558 -4.354 -0.200
C 1.664 -3.349 0.132
N 1.195 -2.135 0.832
C 1.166 -2.289 2.296
C -0.207 -2.712 2.814
N -1.239 -1.739 2.414
C -2.585 -2.204 2.807
C -3.306 -2.930 1.673
C -4.086 -1.995 0.744
N -3.266 -1.377 -0.323
C -3.392 -2.104 -1.605
C -2.500 -3.344 -1.647
N -1.095 -2.941 -1.463
C -0.153 -4.081 -1.524
H -0.172 -4.393 0.604
H 1.020 -5.339 -0.274
H 2.144 -3.037 -0.800
H 2.429 -3.846 0.744
H 1.911 -1.427 0.637
H 1.426 -1.327 2.749
H 1.906 -3.027 2.629
H -0.148 -2.800 3.907
H -0.483 -3.691 2.425
H -1.050 -0.903 2.970
H -3.183 -1.345 3.115
H -2.503 -2.873 3.670
H -4.018 -3.626 2.116
H -2.580 -3.512 1.108
H -4.536 -1.204 1.352
H -4.910 -2.557 0.287
H -3.659 -0.446 -0.490
H -3.089 -1.430 -2.412
H -4.431 -2.409 -1.786
H -2.646 -3.839 -2.617
H -2.787 -4.053 -0.865
H -0.880 -2.365 -2.284
H 0.609 -3.885 -2.284
H -0.692 -4.986 -1.822
C -1.315 2.099 -3.298
S -2.026 2.527 -1.683
C -3.743 2.726 -2.286
O -2.063 1.249 -0.866
H -1.542 2.905 -3.986
H -1.727 1.155 -3.638
H -0.239 2.001 -3.191
H -3.769 3.601 -2.926
H -4.395 2.883 -1.433
H -4.064 1.852 -2.843
C -0.851 2.749 4.727
N 0.353 2.814 3.914
C 0.362 4.070 3.181
N -0.828 4.229 2.366
C -2.008 4.143 3.206
N -2.061 2.887 3.935
C -2.305 1.763 3.078
P -0.919 1.494 1.808
C 0.496 1.676 3.047
C -0.878 3.305 1.269
H -0.819 3.566 5.453
H -0.877 1.797 5.263
H 1.243 4.107 2.538
H 0.409 4.890 3.898
H -2.902 4.241 2.590
H -1.990 4.963 3.927
H -3.241 1.930 2.534
H -2.416 0.868 3.702
H 1.418 1.778 2.462
H 0.570 0.773 3.665
H -1.781 3.516 0.686
H 0.003 3.448 0.635
C 2.613 3.924 -0.451
C 3.113 2.545 -0.131
C 3.379 2.198 1.187
C 3.803 0.923 1.525
C 3.926 -0.032 0.537
C 3.688 0.308 -0.792
N 3.871 -0.709 -1.739
C 3.194 -0.930 -2.904
C 3.932 -1.508 -3.953
C 3.373 -1.783 -5.175
C 2.024 -1.510 -5.399
C 1.267 -1.004 -4.373
C 1.808 -0.719 -3.104
C 0.832 -0.377 -2.068
O -0.411 -0.504 -2.333
O 1.124 -0.062 -0.870
C 3.333 1.613 -1.150
C 3.236 2.021 -2.588
H 2.321 4.448 0.456
H 1.756 3.880 -1.123
H 3.388 4.515 -0.937
H 3.293 2.951 1.956
H 4.029 0.677 2.551
H 4.244 -1.038 0.773
H 4.769 -1.174 -1.683
H 4.981 -1.706 -3.784
H 3.983 -2.196 -5.962
H 1.580 -1.708 -6.359
H 0.215 -0.816 -4.517
H 3.912 1.437 -3.209
H 3.498 3.069 -2.703
H 2.227 1.876 -2.977



Number 1: strongest force on any atom 2.47 eV/Å. Number 2: strongest force on any atom 2.21 eV/Å. Number 3: strongest force on any atom 4.01 eV/Å. Number 4: strongest force on any atom 1.52 eV/Å.